# C42H111N5O13

A 11-piece molecular cluster, C42H111N5O13 overall in a non-equilibrium geometry (ωB97M-V with the def2-TZVPD basis set, OMol25).

Each atom is followed by the atoms it is bonded to, with distances in Å.
CARTESIAN COORDINATES (ANGSTROEM)
1 C -16.231 21.735 21.446  O2 1.406, H10 1.099, H11 1.089, H12 1.097
2 O -15.478 22.886 21.742  C1 1.406, C3 1.405
3 C -14.836 22.841 22.991  O2 1.405, C4 1.519, H13 1.094, H14 1.103
4 C -14.375 24.254 23.305  C3 1.519, N5 1.473, H15 1.091, H16 1.099
5 N -13.735 24.395 24.624  C4 1.473, C6 1.464, H17 1.008
6 C -12.539 23.562 24.768  N5 1.464, C7 1.507, H18 1.104, H19 1.084
7 C -11.936 23.758 26.136  C6 1.507, O8 1.415, H20 1.096, H21 1.098
8 O -11.866 25.118 26.517  C7 1.415, C9 1.397
9 C -10.909 25.343 27.509  O8 1.397, H22 1.101, H23 1.086, H24 1.098
10 H -15.688 20.843 21.787  C1 1.099
11 H -16.332 21.684 20.364  C1 1.089
12 H -17.231 21.713 21.897  C1 1.097
13 H -14.051 22.087 23.101  C3 1.094
14 H -15.637 22.614 23.714  C3 1.103
15 H -15.317 24.805 23.292  C4 1.091
16 H -13.654 24.693 22.601  C4 1.099
17 H -13.461 25.341 24.834  N5 1.008
18 H -11.750 23.868 24.061  C6 1.104
19 H -12.857 22.533 24.644  C6 1.084
20 H -10.945 23.296 26.204  C7 1.096
21 H -12.544 23.276 26.912  C7 1.098
22 H -11.241 24.753 28.377  C9 1.101
23 H -10.802 26.397 27.749  C9 1.086
24 H -9.910 24.963 27.258  C9 1.098
25 C -5.016 29.601 36.781  O26 1.413, H34 1.093, H35 1.092, H36 1.093
26 O -5.383 28.838 35.650  C25 1.413, C27 1.424
27 C -5.729 27.509 36.029  O26 1.424, C28 1.533, H37 1.097, H38 1.102
28 C -6.543 26.857 34.906  C27 1.533, N29 1.452, H39 1.097, H40 1.108
29 N -7.778 27.590 34.692  C28 1.452, C30 1.460, H41 1.019
30 C -8.574 27.152 33.549  N29 1.460, C31 1.535, H42 1.091, H43 1.095
31 C -7.916 27.420 32.189  C30 1.535, O32 1.430, H44 1.092, H45 1.105
32 O -8.272 26.476 31.176  C31 1.430, C33 1.403
33 C -9.577 26.589 30.673  O32 1.403, H46 1.094, H47 1.096, H48 1.088
34 H -4.590 30.540 36.417  C25 1.093
35 H -4.242 29.101 37.367  C25 1.092
36 H -5.872 29.892 37.395  C25 1.093
37 H -6.309 27.445 36.957  C27 1.097
38 H -4.815 26.900 36.126  C27 1.102
39 H -6.639 25.806 35.205  C28 1.097
40 H -5.867 26.860 34.028  C28 1.108
41 H -7.496 28.563 34.581  N29 1.019
42 H -9.572 27.592 33.542  C30 1.091
43 H -8.720 26.075 33.683  C30 1.095
44 H -6.824 27.444 32.221  C31 1.092
45 H -8.166 28.435 31.829  C31 1.105
46 H -9.654 25.846 29.874  C33 1.094
47 H -9.733 27.519 30.115  C33 1.096
48 H -10.326 26.374 31.433  C33 1.088
49 C -6.866 25.257 27.977  C50 1.509, H55 1.094, H56 1.094, H57 1.092
50 C -7.154 24.055 28.845  C49 1.509, C51 1.530, N54 1.474, H58 1.106
51 C -6.361 22.831 28.386  C50 1.530, O52 1.419, H59 1.099, H60 1.100
52 O -6.665 22.599 27.019  C51 1.419, C53 1.386
53 C -6.081 21.475 26.455  O52 1.386, H61 1.093, H62 1.104, H63 1.096
54 N -6.844 24.302 30.265  C50 1.474, H64 1.017, H65 1.054
55 H -7.400 25.184 27.025  C49 1.094
56 H -5.817 25.332 27.677  C49 1.094
57 H -7.141 26.214 28.425  C49 1.092
58 H -8.174 23.661 28.683  C50 1.106
59 H -6.632 21.954 28.990  C51 1.099
60 H -5.273 22.983 28.459  C51 1.100
61 H -6.547 21.213 25.502  C53 1.093
62 H -6.226 20.526 27.000  C53 1.104
63 H -5.003 21.633 26.336  C53 1.096
64 H -7.397 23.623 30.783  N54 1.017
65 H -7.229 25.254 30.500  N54 1.054
66 C -17.475 25.256 29.422  C67 1.528, H72 1.093, H73 1.095, H74 1.096
67 C -16.824 25.138 28.045  C66 1.528, C68 1.531, N71 1.457, H75 1.096
68 C -15.919 23.910 27.916  C67 1.531, O69 1.431, H76 1.100, H77 1.099
69 O -15.288 23.470 29.123  C68 1.431, C70 1.404
70 C -14.260 24.285 29.623  O69 1.404, H78 1.097, H79 1.096, H80 1.104
71 N -17.799 25.132 26.962  C67 1.457, H81 1.020, H82 1.014
72 H -18.082 26.163 29.473  C66 1.093
73 H -16.712 25.298 30.207  C66 1.095
74 H -18.109 24.432 29.767  C66 1.096
75 H -16.128 25.980 27.947  C67 1.096
76 H -15.216 24.102 27.092  C68 1.100
77 H -16.485 22.997 27.686  C68 1.099
78 H -13.930 23.880 30.587  C70 1.097
79 H -14.313 25.362 29.820  C70 1.096
80 H -13.366 24.154 28.988  C70 1.104
81 H -18.317 24.256 27.025  N71 1.020
82 H -18.515 25.843 27.057  N71 1.014
83 C -10.658 27.291 23.303  C84 1.523, H89 1.095, H90 1.089, H91 1.094
84 C -9.694 26.545 22.388  C83 1.523, C85 1.527, N88 1.464, H92 1.095
85 C -8.539 25.889 23.142  C84 1.527, O86 1.396, H93 1.103, H94 1.096
86 O -9.032 24.858 23.943  C85 1.396, C87 1.406
87 C -8.064 23.898 24.290  O86 1.406, H95 1.095, H96 1.104, H97 1.085
88 N -10.475 25.579 21.614  C84 1.464, H98 1.020, H99 1.021
89 H -10.897 26.681 24.180  C83 1.095
90 H -11.547 27.536 22.725  C83 1.089
91 H -10.275 28.239 23.693  C83 1.094
92 H -9.240 27.276 21.711  C84 1.095
93 H -8.103 26.662 23.797  C85 1.103
94 H -7.716 25.616 22.473  C85 1.096
95 H -7.206 24.347 24.801  C87 1.095
96 H -7.590 23.434 23.408  C87 1.104
97 H -8.586 23.113 24.826  C87 1.085
98 H -10.743 24.817 22.238  N88 1.020
99 H -9.893 25.082 20.937  N88 1.021
100 C -9.591 20.949 28.968  C101 1.511, H104 1.090, H105 1.091, H106 1.087
101 C -11.062 20.868 29.305  C100 1.511, C102 1.520, O103 1.437, H107 1.100
102 C -11.415 21.688 30.535  C101 1.520, H108 1.102, H109 1.089, H110 1.091
103 O -11.816 21.293 28.158  C101 1.437, H111 0.967
104 H -9.439 22.004 28.740  C100 1.090
105 H -9.345 20.353 28.088  C100 1.091
106 H -8.986 20.535 29.771  C100 1.087
107 H -11.477 19.870 29.508  C101 1.100
108 H -10.924 22.667 30.423  C102 1.102
109 H -11.033 21.304 31.480  C102 1.089
110 H -12.478 21.914 30.634  C102 1.091
111 H -12.755 21.327 28.390  O103 0.967
112 C -12.651 29.253 26.637  C113 1.535, H116 1.091, H117 1.096, H118 1.087
113 C -13.963 28.461 26.728  C112 1.535, C114 1.515, O115 1.431, H119 1.090
114 C -14.467 27.996 25.377  C113 1.515, H120 1.094, H121 1.086, H122 1.091
115 O -13.724 27.312 27.547  C113 1.431, H123 0.971
116 H -12.831 30.237 26.202  C112 1.091
117 H -11.986 28.730 25.941  C112 1.096
118 H -12.224 29.282 27.636  C112 1.087
119 H -14.680 29.092 27.254  C113 1.090
120 H -15.503 27.661 25.481  C114 1.094
121 H -13.936 27.115 25.029  C114 1.086
122 H -14.477 28.771 24.609  C114 1.091
123 H -13.029 26.793 27.111  O115 0.971
124 C -8.340 20.795 22.606  C125 1.517, H128 1.093, H129 1.095, H130 1.093
125 C -9.735 20.686 23.190  C124 1.517, C126 1.521, O127 1.437, H131 1.099
126 C -10.825 20.788 22.134  C125 1.521, H132 1.090, H133 1.094, H134 1.100
127 O -9.814 19.400 23.825  C125 1.437, H135 0.970
128 H -8.049 19.962 21.961  C124 1.093
129 H -7.581 20.797 23.395  C124 1.095
130 H -8.213 21.727 22.048  C124 1.093
131 H -9.799 21.456 23.971  C125 1.099
132 H -11.160 19.812 21.782  C126 1.090
133 H -10.591 21.426 21.277  C126 1.094
134 H -11.752 21.230 22.528  C126 1.100
135 H -10.535 19.419 24.474  O127 0.970
136 C -21.295 19.059 19.880  C137 1.528, H140 1.097, H141 1.086, H142 1.096
137 C -19.785 18.822 19.867  C136 1.528, C138 1.510, O139 1.438, H143 1.101
138 C -19.025 20.091 19.559  C137 1.510, H144 1.094, H145 1.092, H146 1.093
139 O -19.308 18.358 21.141  C137 1.438, H147 0.961
140 H -21.883 18.136 19.963  C136 1.097
141 H -21.585 19.642 19.011  C136 1.086
142 H -21.555 19.527 20.836  C136 1.096
143 H -19.517 18.032 19.148  C137 1.101
144 H -17.978 19.811 19.409  C138 1.094
145 H -19.044 20.877 20.317  C138 1.092
146 H -19.307 20.636 18.654  C138 1.093
147 H -19.804 17.594 21.446  O139 0.961
148 C -14.569 20.020 25.509  C149 1.515, H152 1.093, H153 1.094, H154 1.100
149 C -13.302 19.191 25.566  C148 1.515, C150 1.503, O151 1.464, H155 1.100
150 C -13.219 18.150 24.485  C149 1.503, H156 1.091, H157 1.090, H158 1.090
151 O -12.128 20.060 25.465  C149 1.464, H159 0.964
152 H -14.937 20.273 24.511  C148 1.093
153 H -14.539 20.965 26.057  C148 1.094
154 H -15.387 19.432 25.951  C148 1.100
155 H -13.152 18.825 26.593  C149 1.100
156 H -13.325 18.619 23.506  C150 1.091
157 H -14.005 17.402 24.590  C150 1.090
158 H -12.258 17.636 24.516  C150 1.090
159 H -12.007 20.548 26.287  O151 0.964
160 C -17.682 27.092 23.446  C161 1.516, H164 1.097, H165 1.087, H166 1.090
161 C -18.122 28.270 22.599  C160 1.516, C162 1.513, O163 1.444, H167 1.100
162 C -17.459 29.579 22.970  C161 1.513, H168 1.091, H169 1.104, H170 1.093
163 O -17.835 28.033 21.204  C161 1.444, H171 0.965
164 H -18.420 26.288 23.344  C160 1.097
165 H -17.620 27.340 24.502  C160 1.087
166 H -16.765 26.717 22.989  C160 1.090
167 H -19.196 28.508 22.644  C161 1.100
168 H -17.755 30.386 22.299  C162 1.091
169 H -16.363 29.487 22.868  C162 1.104
170 H -17.498 29.959 23.994  C162 1.093
171 H -18.483 27.363 20.950  O163 0.965

## Properties
**Calculated total energy**: -2918.50409 Eh
**Structure (SMILES)**: COC[C@H](C)N.COC[C@H](C)N.COC[C@H](C)N.COCCNCCOC.COCCNCCOC.CC(C)O.CC(C)O.CC(C)O.CC(C)O.CC(C)O.CC(C)O
**Total charge**: 0
**Molar mass**: 894.4 g mol⁻¹
**HOMO energy**: -8.42 eV
**Energy relative to the best compared isomer or geometry (same formula, charge and spin)**: 0.0 kcal/mol